17
Properties=species:S:1:pos:R:3 method="wB97M-V/def2-TZVPD" gap_ev=10.0 e_lumo_ev=0.89 e_homo_ev=-9.09
C 0.800 -0.628 -1.875
C 1.415 -0.797 -0.524
C 1.515 0.197 0.357
C -0.903 -0.112 0.924
C -1.631 0.238 -0.136
C -0.959 0.967 1.913
O -1.446 0.755 2.999
H 1.207 -1.321 -2.616
H 0.910 0.397 -2.242
H -0.287 -0.816 -1.803
H 1.646 -1.814 -0.209
H 1.844 0.047 1.382
H 1.266 1.221 0.081
H -0.729 -1.125 1.270
H -2.269 -0.474 -0.627
H -1.672 1.281 -0.448
H -0.708 1.986 1.552

---

17
Properties=species:S:1:pos:R:3 method="wB97M-V/def2-TZVPD" gap_ev=10.8 e_lumo_ev=1.03 e_homo_ev=-9.74
C -2.107 -0.254 -0.031
C -1.058 0.780 -0.424
C -0.124 1.395 0.587
C 0.415 0.460 -0.456
C 0.923 -0.896 -0.026
C 2.431 -0.930 0.089
O 3.174 -0.280 -0.607
H -2.359 -0.205 1.034
H -1.770 -1.274 -0.243
H -3.033 -0.108 -0.596
H -1.379 1.462 -1.208
H 0.099 2.458 0.526
H -0.182 1.003 1.602
H 0.992 0.899 -1.265
H 0.652 -1.673 -0.759
H 0.482 -1.213 0.926
H 2.843 -1.623 0.851

---

17
Properties=species:S:1:pos:R:3 method="wB97M-V/def2-TZVPD" gap_ev="8.0 / 8.2" e_lumo_ev="0.76 / 0.69" e_homo_ev="-7.21 / -7.50"
C -1.255 0.736 1.003
C 0.010 1.284 0.236
O 1.249 0.936 0.773
C 1.781 -0.173 0.203
C 0.862 -1.299 -0.111
C -0.129 -0.834 -1.179
C -0.296 0.634 -1.043
H -1.557 -0.300 0.767
H -1.026 0.786 2.057
H -2.113 1.374 0.761
H -0.027 2.382 0.246
H 2.721 -0.422 0.708
H 0.297 -1.581 0.803
H 1.413 -2.192 -0.417
H 0.330 -0.985 -2.156
H -1.068 -1.423 -1.162
H -1.190 1.077 -1.489

---

17
Properties=species:S:1:pos:R:3 method="wB97M-V/def2-TZVPD" gap_ev=9.9 e_lumo_ev=1.03 e_homo_ev=-8.88
C 1.002 -1.610 0.371
C -0.238 -0.736 0.538
O -0.164 -0.036 1.777
C -0.014 1.357 1.546
C -0.231 1.530 0.071
C -0.375 0.345 -0.513
C -0.638 0.042 -1.954
H 0.958 -2.205 -0.548
H 1.899 -0.981 0.342
H 1.087 -2.293 1.221
H -1.133 -1.378 0.558
H -0.749 1.904 2.153
H -0.261 2.497 -0.422
H 0.988 1.691 1.861
H 0.191 -0.514 -2.408
H -1.538 -0.575 -2.064
H -0.784 0.962 -2.529

---

| no. | DFT total energy (eV) | molar mass (g/mol) |
| --- | --- | --- |
| 1 | -8428.8009 | 98.1 |
| 2 | -8430.4289 | 98.1 |
| 3 | -8427.5809 | 98.1 |
| 4 | -8430.9528 | 98.1 |